This record from OMol25 describes 4 unconnected molecules or ions with the total composition C44H79BN5O9 at a distorted geometry. The level of theory is ωB97M-V with the def2-TZVPD basis set.

The calculation puts the energy above the lowest of the compared OMol25 structures with the same formula, charge and spin at 1.1321 eV. The orbital gap (alpha / beta) is 7.639 / 8.057 eV. Its spin multiplicity is 4.

Last column: Löwdin charge in e.
Positions of all 138 atoms, in Å:
C 6.366763 -0.131112 2.262666  -0.07
C 6.123586 1.222429 1.633360  -0.28
O 4.804870 1.267889 1.143375  -0.13
C 4.649107 2.108772 0.026942  -0.20
C 3.359522 1.721994 -0.699176  -0.07
C 2.153803 2.342859 -0.045509  -0.07
C 1.867349 3.657874 -0.008582  -0.13
N 2.665141 4.621872 -0.673368  -0.02
C 2.284036 6.031786 -0.426525  -0.03
C 2.648477 4.435639 -2.122010  -0.45
C 1.410028 3.860474 -2.769097  0.03
O 3.623649 4.765547 -2.770579  0.11
C 0.670306 4.022185 0.816149  -0.26
O 0.643523 4.943372 1.605268  0.13
C -0.504760 3.107290 0.628777  -0.08
C -1.862973 3.739615 0.577064  -0.07
C -2.395174 4.137760 1.950920  -0.39
C -2.163907 5.524370 2.468832  -0.05
N -3.033418 3.323678 2.690730  0.16
C -0.240797 1.791407 0.529906  -0.08
C -1.265472 0.722804 0.316314  0.00
B -1.812567 0.038117 1.647999  -0.66
O -3.165292 -0.152790 1.765914  0.16
O -1.026175 -0.421567 2.670710  0.18
C 1.206191 1.404777 0.635295  -0.27
O 1.580071 0.416758 1.232079  0.16
H 7.393950 -0.155547 2.613307  0.07
H 6.195271 -0.921204 1.542248  0.07
H 5.709198 -0.290888 3.108817  0.07
H 6.853439 1.354143 0.834669  0.10
H 6.298006 1.993968 2.384260  0.12
H 4.569143 3.146384 0.348764  0.12
H 5.495150 2.043352 -0.656099  0.13
H 3.270002 0.646667 -0.606145  0.12
H 3.447411 1.986934 -1.744046  0.11
H 1.217091 6.201295 -0.538365  0.09
H 2.631128 6.379478 0.533681  0.09
H 2.771099 6.635521 -1.182193  0.09
H 1.424836 2.783622 -2.670663  0.09
H 1.452877 4.119982 -3.815680  0.09
H 0.515078 4.292051 -2.332939  0.09
H -2.599143 3.088882 0.127132  0.11
H -1.807388 4.636421 -0.035772  0.12
H -1.917025 6.207461 1.667214  0.07
H -3.006210 5.865108 3.051963  0.08
H -1.296834 5.487734 3.116041  0.08
H -3.132890 2.415016 2.238232  0.03
H -0.801954 -0.059028 -0.286491  0.13
H -2.096070 1.089114 -0.274228  0.10
H -3.615071 0.172159 0.985861  0.08
H -0.880783 0.249204 3.340122  0.12
C 10.645072 -1.976133 0.758385  -0.03
C 10.026232 -1.454217 -0.551791  -0.50
C 10.953952 -1.762224 -1.726050  -0.13
C 12.208270 -0.889861 -1.736239  -0.17
C 11.834376 0.592550 -1.695674  -0.13
C 10.897866 0.954166 -0.541055  -0.49
N 9.743793 0.009262 -0.468314  -0.09
O 8.831752 0.341749 -1.323448  -0.03
C 11.679274 0.969015 0.788556  -0.03
C 10.380426 2.375686 -0.735302  -0.04
C 8.715991 -2.213133 -0.713103  -0.04
H 10.684108 -3.064921 0.733644  0.09
H 11.664790 -1.643595 0.931571  0.06
H 10.038400 -1.683743 1.616449  0.09
H 10.411861 -1.609870 -2.664708  0.13
H 11.230856 -2.817855 -1.695805  0.12
H 12.859414 -1.143684 -0.895475  0.10
H 12.786397 -1.093339 -2.639487  0.11
H 12.737600 1.201948 -1.623040  0.12
H 11.356218 0.857577 -2.643950  0.13
H 10.997030 0.986253 1.639296  0.09
H 12.298383 1.863675 0.845464  0.08
H 12.358816 0.128191 0.907377  0.06
H 9.891586 2.509105 -1.698057  0.08
H 11.217277 3.071526 -0.693279  0.09
H 9.672243 2.646579 0.049301  0.09
H 8.021392 -1.957791 0.088653  0.08
H 8.895016 -3.287010 -0.672380  0.09
H 8.227763 -2.006777 -1.663548  0.08
C -7.356477 -4.942186 4.487900  -0.03
C -7.758042 -4.473159 3.077279  -0.50
C -6.865857 -5.142019 2.030504  -0.13
C -5.438421 -4.594543 2.024297  -0.16
C -5.449833 -3.075847 1.857730  -0.13
C -6.335026 -2.356385 2.873440  -0.48
N -7.684943 -2.986593 2.960925  -0.08
O -8.437431 -2.574241 1.992107  -0.02
C -5.639405 -2.344818 4.249857  -0.02
C -6.462083 -0.890316 2.480399  -0.03
C -9.201029 -4.929345 2.890669  -0.05
H -7.577015 -6.004211 4.594707  0.09
H -6.298432 -4.832169 4.707980  0.06
H -7.922570 -4.405521 5.249952  0.09
H -7.303332 -4.996142 1.037144  0.12
H -6.853226 -6.219280 2.208247  0.12
H -4.913507 -4.875241 2.940886  0.10
H -4.877290 -5.046659 1.203496  0.11
H -4.432489 -2.685870 1.934948  0.12
H -5.796109 -2.844160 0.845047  0.09
H -6.338026 -2.051661 5.034353  0.10
H -4.824174 -1.622117 4.245536  0.09
H -5.191498 -3.297551 4.523238  0.06
H -6.848807 -0.747874 1.473469  0.06
H -5.481731 -0.420117 2.507665  0.07
H -7.111594 -0.347938 3.169344  0.10
H -9.864289 -4.423680 3.593527  0.09
H -9.266436 -6.001377 3.073066  0.09
H -9.566086 -4.744125 1.882499  0.08
C -6.050343 -2.865398 -2.658918  -0.02
C -5.493419 -1.459662 -2.365833  -0.48
C -6.460287 -0.707507 -1.455127  -0.13
C -7.738859 -0.278835 -2.169941  -0.16
C -7.406502 0.536540 -3.420427  -0.13
C -6.430476 -0.166932 -4.366211  -0.49
N -5.247374 -0.697440 -3.623615  -0.08
O -4.382694 0.242304 -3.414120  -0.02
C -7.153236 -1.299349 -5.123448  -0.03
C -5.963203 0.816380 -5.434190  -0.05
C -4.174244 -1.706752 -1.642731  -0.03
H -6.063213 -3.450825 -1.738794  0.08
H -7.071314 -2.869087 -3.029275  0.06
H -5.421464 -3.389540 -3.379719  0.10
H -5.967971 0.185736 -1.052708  0.13
H -6.708807 -1.336445 -0.599270  0.10
H -8.344004 -1.151199 -2.428912  0.11
H -8.349271 0.322632 -1.494398  0.12
H -8.322600 0.769961 -3.966769  0.13
H -6.978409 1.494717 -3.108419  0.12
H -6.435702 -1.957858 -5.614111  0.09
H -7.795078 -0.878347 -5.896438  0.08
H -7.802299 -1.903036 -4.493336  0.06
H -5.521299 1.713059 -5.004580  0.08
H -6.817409 1.127221 -6.033974  0.09
H -5.229703 0.356476 -6.097855  0.09
H -3.460194 -2.210999 -2.295384  0.10
H -4.347901 -2.345381 -0.778357  0.07
H -3.709916 -0.790050 -1.278488  0.06

Atomic forces in eV per Å
-0.0436 0.2815 0.0843
0.1814 -0.4618 0.2932
0.0605 -0.1534 -0.2844
-0.2932 0.3390 -0.0332
0.1963 0.1732 0.8824
0.0413 0.0169 -0.2122
0.3941 -0.4698 0.1025
-1.1124 0.1332 -0.4595
0.5467 0.1577 -0.3767
1.6591 0.1127 -0.4294
0.4444 0.3952 0.0506
-1.2572 -0.2239 0.7507
-0.0886 0.0328 0.2804
-0.0163 -0.0483 -0.4239
0.2164 -0.6215 -0.0803
0.0785 0.5377 0.4167
-0.4067 -0.3371 0.4307
0.3412 -0.2002 -0.1640
0.0556 0.0864 -0.1932
-0.4252 0.6696 0.0125
0.3859 -0.3134 0.3182
-0.1555 -0.1946 -0.0404
0.1788 -0.0170 0.0804
-0.1500 0.2479 -0.1158
0.1131 -0.0773 0.3153
-0.2657 0.3060 -0.6546
0.2046 -0.1990 0.0747
0.0476 -0.1768 -0.1591
-0.1559 -0.0405 0.1734
0.0022 0.1674 -0.2784
-0.0587 0.3260 0.0300
0.1374 0.2619 0.0035
0.2086 -0.2232 -0.0540
-0.0131 -0.2599 -0.1882
-0.0598 0.1093 -0.3168
-0.2449 -0.0053 0.1809
-0.1009 -0.1062 0.3337
0.2514 0.0501 -0.1113
-0.2598 -0.2384 0.0708
0.0204 -0.0079 -0.2866
-0.2242 -0.1773 0.1836
-0.0446 -0.3152 -0.1702
0.0256 0.1382 -0.1717
-0.0841 0.2738 -0.1144
-0.2720 0.0501 0.0402
0.2042 0.0842 0.1738
-0.0167 -0.0779 0.0343
0.0680 -0.2437 0.0039
-0.1684 0.2583 -0.1891
-0.3679 -0.0356 -0.2161
0.2751 -0.0626 0.2872
0.1610 0.1282 0.0696
0.1919 -0.9839 0.9930
0.2381 0.2933 -0.3158
-0.0757 0.0532 0.0505
0.0000 -0.3727 -0.3221
0.7549 0.6235 0.9891
-0.0270 0.0241 -1.8718
-0.2485 0.0827 0.5485
0.0446 -0.1801 0.0556
-0.3115 0.0575 -0.2168
-0.4077 0.1152 -0.2357
-0.1062 -0.0216 -0.0832
-0.0574 0.0280 -0.0154
-0.0114 0.0375 -0.0121
-0.0853 0.0672 0.0594
-0.0636 -0.0356 0.0844
-0.0231 -0.0022 0.0165
0.0166 0.0016 0.0093
-0.0318 0.0743 0.0754
-0.1079 0.0025 0.0567
-0.0225 -0.0321 -0.0076
-0.0595 0.0725 -0.1052
-0.0658 -0.0002 -0.0084
-0.0687 -0.0883 0.0520
0.0960 -0.0523 0.0588
-0.0074 -0.0238 0.0030
0.0009 0.0255 -0.0082
0.1812 -0.0079 0.0813
0.0282 0.1365 0.0416
0.1859 0.0890 0.0597
-0.1097 -0.8281 1.0855
0.3282 0.1561 -0.2981
-0.1269 0.0513 0.0316
0.0065 -0.4463 -0.2978
0.9433 0.6029 1.0496
0.0938 -0.1975 -1.9247
-0.2197 0.1963 0.4643
0.0109 -0.1880 0.1256
-0.3585 0.2902 -0.2822
-0.2189 0.1736 -0.2672
-0.1028 -0.0075 -0.0896
-0.0499 0.0407 -0.0237
0.0011 0.0407 -0.0161
-0.0693 0.0946 0.0453
-0.0813 -0.0096 0.0776
-0.0244 0.0052 0.0144
0.0136 -0.0034 0.0136
-0.0426 0.1255 0.0598
-0.1357 0.0394 0.0556
-0.0313 -0.0287 -0.0053
-0.0318 0.0584 -0.1278
-0.0617 0.0166 -0.0111
-0.1678 -0.1357 0.0631
0.1105 -0.1349 0.1527
-0.0384 -0.0613 0.0141
0.0150 0.0274 -0.0076
0.0963 -0.0363 0.0659
0.0343 0.1029 0.0330
-0.1725 -0.0152 -0.1682
-0.1321 -1.4148 0.2706
-0.2531 0.3965 -0.0123
0.0767 0.0313 -0.1063
-0.0022 0.0515 0.4937
-0.7305 -0.5049 -1.0710
-0.0302 1.5820 1.0548
0.2506 -0.3722 -0.3374
-0.0345 -0.1555 0.1168
0.3100 0.2203 0.0712
0.3352 0.2826 0.0309
0.0918 0.0682 0.0596
0.0560 0.0245 -0.0077
0.0070 0.0300 -0.0255
0.0924 -0.0101 -0.0914
0.0523 -0.0966 -0.0279
0.0243 -0.0126 0.0022
-0.0164 -0.0172 0.0020
0.0352 -0.0190 -0.1064
0.1064 -0.0384 -0.0356
0.0223 -0.0104 0.0299
0.0513 0.1317 -0.0006
0.0647 0.0129 0.0019
0.0705 -0.0880 0.0461
-0.0934 -0.0821 0.0132
0.0074 -0.0143 0.0205
0.0066 0.0430 -0.0276
-0.1062 -0.0608 -0.0147
-0.0432 0.0600 -0.1675